(1)
C42H35N8P2RuS4SbSe2 as an isolated structure in a non-equilibrium geometry. Source: the Open Molecules 2025 dataset; level of theory: wB97M-V/def2-TZVPD.

```
95
C42H35N8P2RuS4SbSe2 wB97M-V/def2-TZVPD
Ru -2.55 0.80 0.06
C -4.78 1.68 2.35
N -3.65 0.75 2.41
C -2.68 0.95 3.46
C -1.45 1.64 2.94
N -1.32 2.18 1.76
C -0.02 2.64 1.69
C 0.65 3.31 0.67
C 1.97 3.65 0.88
C 2.61 3.36 2.08
C 1.96 2.72 3.12
C 0.64 2.35 2.90
N -0.31 1.73 3.68
C -4.92 2.28 0.99
N -3.89 2.66 0.25
C -4.43 3.24 -0.88
C -3.81 3.81 -1.98
C -4.61 4.33 -2.97
C -6.01 4.28 -2.87
C -6.65 3.73 -1.78
C -5.84 3.22 -0.78
N -6.11 2.61 0.43
H -5.73 1.17 2.60
H -4.62 2.49 3.06
H -3.99 -0.20 2.41
H -3.09 1.54 4.30
H -2.35 -0.02 3.86
H 0.14 3.55 -0.25
H 2.52 4.15 0.10
H 3.64 3.65 2.21
H 2.45 2.52 4.06
H -0.16 1.33 4.59
H -2.73 3.82 -2.06
H -4.16 4.77 -3.85
H -6.60 4.68 -3.68
H -7.72 3.67 -1.71
H -7.01 2.26 0.74
Se 0.90 -5.29 0.78
P 1.87 -3.44 0.78
C 2.86 -3.17 2.29
C 2.34 -3.60 3.50
C 3.06 -3.43 4.67
C 4.31 -2.83 4.63
C 4.83 -2.40 3.42
C 4.11 -2.56 2.25
C 3.13 -3.41 -0.53
C 3.09 -2.53 -1.60
C 4.06 -2.59 -2.59
C 5.06 -3.55 -2.52
C 5.08 -4.45 -1.47
C 4.12 -4.39 -0.48
C 0.75 -2.03 0.76
C 0.12 -1.00 0.04
N -0.84 -0.53 0.88
N -0.81 -1.21 1.99
N 0.13 -2.11 1.95
P 0.36 -0.08 -1.48
Se -0.91 1.57 -1.96
C 0.20 -1.31 -2.82
C 0.95 -1.26 -3.99
C 0.69 -2.17 -5.00
C -0.31 -3.12 -4.84
C -1.06 -3.15 -3.68
C -0.82 -2.25 -2.67
C 2.04 0.63 -1.38
C 2.83 0.46 -0.25
C 4.03 1.14 -0.15
C 4.46 1.96 -1.17
C 3.67 2.13 -2.30
C 2.45 1.48 -2.40
H 1.36 -4.07 3.51
H 2.65 -3.76 5.61
H 4.88 -2.71 5.54
H 5.82 -1.95 3.39
H 4.52 -2.23 1.31
H 2.30 -1.80 -1.65
H 4.03 -1.89 -3.40
H 5.81 -3.59 -3.28
H 5.85 -5.21 -1.42
H 4.11 -5.09 0.34
H 1.72 -0.52 -4.11
H 1.27 -2.13 -5.91
H -0.50 -3.82 -5.63
H -1.85 -3.88 -3.57
H -1.41 -2.25 -1.76
H 2.50 -0.17 0.56
H 4.63 1.02 0.74
H 5.40 2.49 -1.09
H 3.99 2.80 -3.09
H 1.80 1.66 -3.24
S -7.86 0.60 -1.74
Sb -7.10 -1.08 -0.32
S -3.96 -0.18 -1.86
S -4.42 -1.00 -0.10
S -7.66 -0.03 1.70
```

Net charge: -1
Multiplicity: 6
HOMO energy (spin up / spin down), eV: -3.98 / -4.02

These are the Löwdin partial charges, in e, on atoms 1 to 8: Ru 0.722; C -0.164; N -0.112; C -0.153; C -0.322; N 0.099; C -0.228; C -0.042


(2)
A 2-piece molecular cluster, C9H13N4 overall in a non-equilibrium geometry. Source: the Open Molecules 2025 dataset; level of theory: wB97M-V/def2-TZVPD.

```
26
C9H13N4 wB97M-V/def2-TZVPD
C -3.59 -0.03 -0.19
C -2.95 -1.29 -0.40
C -2.83 1.07 0.11
C -1.60 -1.47 -0.30
C -1.44 0.96 0.17
C -0.79 -0.26 -0.10
C 2.50 -1.47 -0.53
C 2.87 -0.08 -0.81
C 0.65 -0.36 -0.19
N 1.27 -1.63 -0.28
N 1.55 0.58 -0.60
N 1.05 0.05 2.03
N 1.37 1.93 -0.76
H -4.68 -0.14 -0.32
H -3.68 -2.16 -0.61
H -3.22 2.02 0.25
H -0.98 -2.28 -0.55
H -1.03 1.94 0.43
H 3.16 -2.25 -0.46
H 3.41 0.36 0.06
H 3.16 0.04 -1.88
H 1.83 0.02 2.70
H 0.39 0.78 2.33
H 0.70 2.03 -1.49
H 2.26 2.47 -0.77
H 0.63 -0.84 2.16
```

Net charge: +1
HOMO energy, eV: -12.73

These are the Löwdin partial charges, in e, on atoms 1 to 8: C -0.043; C -0.064; C -0.060; C 0.016; C -0.032; C -0.148; C -0.072; C -0.040


(3)
A 2-piece molecular cluster, C5H12N2 overall in a non-equilibrium geometry. Source: the Open Molecules 2025 dataset; level of theory: wB97M-V/def2-TZVPD.

```
19
C5H12N2 wB97M-V/def2-TZVPD
H -3.82 1.06 1.44
N -3.06 0.41 1.26
C -2.36 0.33 0.21
C -2.61 -0.71 -0.85
N -1.48 1.36 -0.20
H -3.15 -0.27 -1.70
H -3.28 -1.48 -0.46
H -1.65 -1.13 -1.15
H -1.70 2.25 0.22
H -1.35 1.52 -1.19
C 1.82 -0.43 1.38
C 2.23 -0.73 0.12
C 3.37 -0.04 -0.57
H 1.66 -1.22 2.11
H 2.04 0.56 1.76
H 2.24 -1.79 -0.13
H 4.33 -0.52 -0.36
H 3.28 -0.16 -1.65
H 3.49 0.99 -0.23
```

Net charge: 0
HOMO energy, eV: -8.12

These are the Löwdin partial charges, in e, on atoms 1 to 8: H 0.048; N 0.072; C -0.549; C -0.050; N 0.099; H 0.082; H 0.072; H 0.068


(4)
C21H19ClN4ORhSSbSe4 as an isolated structure in a non-equilibrium geometry. Source: the Open Molecules 2025 dataset; level of theory: wB97M-V/def2-TZVPD.

```
53
C21H19ClN4ORhSSbSe4 wB97M-V/def2-TZVPD
Rh -2.38 1.07 -2.26
C 6.18 1.22 4.43
C 5.18 0.35 3.71
C 5.23 -1.03 3.80
C 4.31 -1.83 3.13
C 3.30 -1.26 2.36
N 2.37 -2.10 1.74
C 1.59 -1.87 0.60
O 0.59 -2.51 0.39
N 2.10 -0.91 -0.22
C 1.47 -0.32 -1.32
C 2.25 0.23 -2.32
C 1.63 0.97 -3.31
C 0.26 1.14 -3.27
N -0.49 0.59 -2.30
C 0.10 -0.14 -1.34
C 3.22 0.14 2.28
C 4.16 0.91 2.94
H 6.90 0.62 4.97
H 5.68 1.88 5.14
H 6.72 1.86 3.73
H 6.01 -1.50 4.39
H 4.38 -2.91 3.21
H 2.12 -2.96 2.19
H 3.04 -0.60 -0.05
H 3.33 0.15 -2.29
H 2.20 1.47 -4.08
H -0.27 1.75 -3.98
H -0.51 -0.47 -0.52
H 2.41 0.63 1.76
H 4.07 1.99 2.86
Se -1.53 3.66 -2.44
Sb -0.69 3.54 -0.14
Se -2.30 1.61 0.13
Se 1.61 2.74 0.12
Se -1.44 5.18 1.46
S -3.03 1.34 -4.67
C -4.24 1.70 -3.58
N -4.90 1.82 -2.62
Cl -5.21 -1.61 -3.89
C -5.35 -1.41 -2.16
C -6.61 -1.59 -1.61
C -6.78 -1.47 -0.24
C -5.68 -1.20 0.57
C -4.43 -1.03 0.00
C -4.23 -1.10 -1.38
C -2.87 -0.86 -1.94
H -7.44 -1.82 -2.26
H -7.77 -1.59 0.19
H -5.80 -1.10 1.64
H -3.58 -0.80 0.63
H -2.76 -1.34 -2.92
H -2.14 -1.26 -1.24
```

Net charge: -2
HOMO energy, eV: -1.54

These are the Löwdin partial charges, in e, on atoms 1 to 8: Rh 0.405; C -0.065; C -0.293; C -0.071; C -0.042; C -0.247; N 0.126; C -0.522


> Among the records above, which one has the lowest net charge?

C21H19ClN4ORhSSbSe4


> Among the records above, which one has the highest net charge?

C9H13N4


> net charge of number 1 (C42H35N8P2RuS4SbSe2)?

-1


> What is the formula in the first record?

C42H35N8P2RuS4SbSe2